No. 1
This record from the OMol25 dataset describes a cluster of 2 separate species, C5H5N3OS in total in a non-equilibrium geometry. The level of theory is wB97M-V/def2-TZVPD.

Computed properties:
Kohn-Sham gap (spin up / spin down) = 6.30 / 6.39 eV
ΔE to the lowest compared entry with this formula, charge and spin = 2.758 eV
Highest occupied orbital energy (spin up / spin down) = -0.3309 / -0.3336 Ha
Spin multiplicity = 1

Positions of all 15 atoms, in Å:
C1 1.633 1.298 -1.169
C2 -1.804 0.614 0.261
C3 1.425 -0.877 0.419
C4 -2.349 -0.366 -0.751
C5 0.050 -0.538 -0.013
N1 2.238 2.117 -1.692
N2 -0.610 0.475 0.557
N3 2.024 -0.158 1.476
O1 2.038 -1.825 -0.063
S1 -0.955 -1.528 -1.044
H1 -2.470 1.392 0.616
H2 -3.363 -0.880 -0.734
H3 -2.451 0.201 -1.636
H4 1.608 0.526 2.121
H5 2.987 -0.450 1.652

---

No. 2
This record from the OMol25 dataset describes a structure of composition C14H15N4O2PtS3 in a non-equilibrium geometry. The level of theory is wB97M-V/def2-TZVPD.

Computed properties:
Total charge = -1
Kohn-Sham gap (spin up / spin down) = 5.86 / 5.73 eV
ΔE to the lowest compared entry with this formula, charge and spin = 1.622 eV
Highest occupied orbital energy (spin up / spin down) = -0.1171 / -0.1175 Ha
Spin multiplicity = 1

Positions of all 39 atoms, in Å:
Pt1 1.341 -0.358 0.766
C1 5.506 -0.245 2.542
C2 4.039 -0.510 2.321
S1 3.608 -0.823 0.662
C3 3.130 -0.508 3.331
C4 3.488 -0.209 4.758
S2 1.435 -0.843 3.127
H1 6.008 -0.193 1.580
H2 5.972 -1.036 3.131
H3 5.654 0.701 3.063
H4 4.559 -0.122 4.910
H5 3.094 -0.993 5.399
H6 3.006 0.724 5.048
N1 -3.737 -2.512 -4.994
C5 -3.398 -2.022 -3.736
C6 -2.540 -2.748 -2.908
C7 -2.188 -2.249 -1.668
C8 -2.678 -1.027 -1.250
C9 -3.500 -0.281 -2.071
C10 -3.861 -0.776 -3.311
S3 -2.209 -0.448 0.385
O1 -2.043 -1.627 1.194
O2 -3.188 0.514 0.831
N2 -0.726 0.192 0.177
C11 -0.513 1.470 -0.079
N3 -1.448 2.299 -0.566
C12 -1.109 3.562 -0.714
C13 0.153 4.061 -0.408
C14 1.081 3.126 0.032
N4 0.770 1.859 0.178
H7 -3.646 -3.511 -5.101
H8 -4.587 -2.138 -5.389
H9 -2.159 -3.701 -3.245
H10 -1.560 -2.805 -0.990
H11 -3.866 0.667 -1.711
H12 -4.505 -0.206 -3.966
H13 -1.890 4.214 -1.097
H14 0.407 5.103 -0.511
H15 2.100 3.398 0.284

---

No. 3
This record from the OMol25 dataset describes a cluster of 2 separate species, C3H11N2 in total in a non-equilibrium geometry. The level of theory is wB97M-V/def2-TZVPD.

Computed properties:
Total charge = +2
Kohn-Sham gap (spin up / spin down) = 11.17 / 7.45 eV
ΔE to the lowest compared entry with this formula, charge and spin = 2.368 eV
Highest occupied orbital energy (spin up / spin down) = -0.7740 / -0.7729 Ha
Spin multiplicity = 2

Positions of all 16 atoms, in Å:
C1 1.030 -0.936 -2.470
N1 1.365 -0.790 -0.988
H1 1.865 -0.544 -3.026
H2 0.066 -0.481 -2.699
H3 1.173 -2.030 -2.595
H4 0.471 -0.982 -0.427
H5 2.183 -1.373 -0.788
H6 1.652 0.163 -0.782
C2 -1.151 1.600 2.293
C3 -0.723 0.951 1.147
N2 -0.929 -0.324 0.534
H7 -1.997 1.250 2.911
H8 -0.659 2.373 2.882
H9 0.252 1.326 0.748
H10 -1.070 -1.038 1.261
H11 -1.867 -0.400 0.096

---

No. 4
This record from the OMol25 dataset describes a structure of composition C5H11F3O3PS in a non-equilibrium geometry. The level of theory is wB97M-V/def2-TZVPD.

Computed properties:
Total charge = +1
Kohn-Sham gap = 10.03 eV
ΔE to the lowest compared entry with this formula, charge and spin = 1.136 eV
Highest occupied orbital energy = -0.5605 Ha
Spin multiplicity = 1

Positions of all 24 atoms, in Å:
C1 0.819 -1.815 -1.403
C2 0.048 -0.486 2.197
C3 1.040 2.780 -1.214
C4 0.879 -1.860 0.138
C5 0.361 -0.628 0.707
O1 -0.374 2.555 1.134
O2 -1.164 1.382 -0.858
O3 0.773 0.498 0.097
F1 -2.836 0.703 0.837
F2 -2.963 -0.384 -1.189
F3 -2.705 -1.666 0.763
P1 -2.000 -0.418 0.054
S1 -0.056 1.916 -0.120
H1 1.645 -1.454 -1.940
H2 0.646 -2.755 -1.874
H3 -0.105 -1.381 -1.763
H4 -0.386 0.446 2.420
H5 -0.518 -1.241 2.504
H6 1.009 -0.380 2.760
H7 0.491 3.760 -1.594
H8 1.883 3.042 -0.614
H9 1.082 2.061 -1.988
H10 1.990 -1.924 0.457
H11 0.441 -2.752 0.486

---

No. 5
This record from the OMol25 dataset describes a cluster of 2 separate species, C7H14O in total in a non-equilibrium geometry. The level of theory is wB97M-V/def2-TZVPD.

Computed properties:
Structure (SMILES) = C=C/C(=C/C)CC.O
Kohn-Sham gap = 9.13 eV
ΔE to the lowest compared entry with this formula, charge and spin = 3.187 eV
Highest occupied orbital energy = -0.3072 Ha
Spin multiplicity = 1

Positions of all 22 atoms, in Å:
C1 1.790 -2.176 0.571
C2 0.487 -1.840 0.639
C3 -0.250 -0.664 0.178
C4 0.378 -0.073 -0.866
C5 0.106 1.303 -1.326
C6 -1.471 -0.381 0.897
C7 -2.601 -0.211 -0.190
H1 2.091 -3.063 0.967
H2 2.576 -1.452 0.403
H3 -0.195 -2.558 1.228
H4 1.224 -0.445 -1.305
H5 -0.703 1.955 -0.980
H6 0.074 1.317 -2.518
H7 1.044 1.926 -1.133
H8 -1.851 -1.031 1.678
H9 -1.514 0.705 1.357
H10 -2.664 0.651 -0.940
H11 -3.670 -0.111 0.193
H12 -2.601 -1.083 -0.945
O1 2.547 2.762 0.739
H13 2.235 2.148 1.329
H14 2.966 2.320 0.025

---

No. 6
This record from the OMol25 dataset describes a cluster of 16 separate species, C46H88N4O24S6 in total in a non-equilibrium geometry. The level of theory is wB97M-V/def2-TZVPD.

Computed properties:
Kohn-Sham gap = 7.96 eV
Highest occupied orbital energy = -0.3089 Ha
Spin multiplicity = 1

Positions of all 168 atoms, in Å:
C1 5.392 -4.580 2.582
C2 5.268 -5.866 1.822
O1 5.875 -6.811 2.667
C3 6.020 -6.272 3.894
O2 6.407 -6.819 4.885
O3 5.395 -5.039 3.945
H1 4.574 -3.863 2.663
H2 6.326 -4.084 2.317
H3 5.939 -6.025 0.978
H4 4.244 -6.205 1.664
C4 -3.043 -3.951 2.678
C5 -3.816 -3.381 1.488
O4 -3.810 -1.997 1.791
C6 -2.917 -1.728 2.815
O5 -2.755 -0.607 3.308
O6 -2.414 -2.879 3.337
H5 -2.289 -4.728 2.552
H6 -3.836 -4.392 3.281
H7 -4.839 -3.747 1.572
H8 -3.161 -3.627 0.652
C7 -0.954 -5.629 -3.951
C8 -1.902 -6.354 -4.874
O7 -3.115 -5.619 -4.726
C9 -2.885 -4.479 -4.241
O8 -3.737 -3.599 -4.080
O9 -1.645 -4.482 -3.848
H9 -0.051 -5.640 -4.561
H10 -0.686 -6.080 -2.996
H11 -2.009 -7.341 -4.423
H12 -1.563 -6.543 -5.893
C10 1.932 -4.872 -1.756
C11 3.353 -4.228 -1.936
O10 3.564 -3.600 -0.747
C12 2.615 -3.915 0.230
O11 2.603 -3.505 1.408
O12 1.677 -4.647 -0.371
H13 2.068 -5.945 -1.893
H14 1.132 -4.439 -2.357
H15 3.345 -3.539 -2.781
H16 4.171 -4.943 -2.017
C13 -3.248 4.278 -1.005
C14 -4.767 3.936 -1.032
O13 -4.757 2.524 -0.975
C15 -3.442 2.054 -0.642
O14 -3.160 0.870 -0.328
O15 -2.666 3.108 -0.550
H17 -2.975 4.833 -0.108
H18 -2.775 4.775 -1.852
H19 -5.226 4.199 -1.985
H20 -5.312 4.340 -0.179
C16 0.237 -4.072 -7.675
C17 1.542 -3.497 -7.207
O16 1.099 -2.357 -6.359
C18 -0.248 -2.453 -6.227
O17 -0.918 -1.716 -5.577
O18 -0.806 -3.286 -7.157
H21 0.320 -5.031 -7.165
H22 0.150 -4.402 -8.711
H23 2.161 -3.160 -8.039
H24 1.956 -4.305 -6.604
C19 -0.859 3.145 4.028
C20 -1.209 4.623 4.415
C21 -2.204 5.311 3.383
C22 -3.324 6.003 3.978
N1 -4.208 6.570 4.445
H25 -0.645 3.043 2.964
H26 -1.794 2.616 4.214
H27 -0.115 2.631 4.637
H28 -0.214 5.036 4.248
H29 -1.554 4.839 5.426
H30 -2.645 4.678 2.613
H31 -1.529 6.099 3.051
C23 -2.158 2.026 -3.912
C24 -1.542 2.972 -4.929
C25 -2.437 4.202 -5.249
C26 -3.919 4.226 -5.355
N2 -5.067 4.221 -5.483
H32 -1.688 1.051 -4.040
H33 -3.176 1.835 -4.250
H34 -1.976 2.426 -2.915
H35 -1.228 2.280 -5.711
H36 -0.628 3.398 -4.515
H37 -2.020 4.337 -6.248
H38 -2.024 5.014 -4.651
C27 -0.083 -1.088 -1.186
C28 0.745 -0.976 0.109
C29 0.120 -0.057 1.136
C30 0.416 1.338 0.856
N3 0.630 2.400 0.604
H39 -0.404 -0.095 -1.498
H40 -0.902 -1.764 -0.939
H41 0.652 -1.590 -1.815
H42 1.825 -0.901 -0.017
H43 0.605 -1.950 0.578
H44 0.211 -0.311 2.193
H45 -0.969 -0.076 1.100
C31 -6.190 3.287 5.762
C32 -5.463 2.542 4.683
C33 -4.352 1.580 5.103
C34 -4.915 0.534 6.008
N4 -5.357 -0.354 6.615
H46 -5.409 3.543 6.477
H47 -6.912 2.641 6.262
H48 -6.728 4.097 5.271
H49 -5.034 3.257 3.980
H50 -6.214 1.975 4.134
H51 -3.564 2.120 5.628
H52 -4.012 1.085 4.194
C35 1.018 -9.025 2.856
S1 2.272 -7.616 3.282
O19 1.934 -6.284 2.615
C36 1.593 -7.521 5.043
H53 1.478 -9.344 1.920
H54 0.026 -8.637 2.626
H55 0.909 -9.905 3.489
H56 1.695 -8.513 5.482
H57 0.540 -7.246 4.994
H58 2.149 -6.858 5.706
C37 -0.518 6.809 0.383
S2 -1.952 7.652 -0.526
O20 -3.222 7.466 0.269
C38 -1.431 9.366 -0.171
H59 0.279 6.989 -0.338
H60 -0.679 5.749 0.582
H61 -0.302 7.281 1.342
H62 -1.796 9.637 0.820
H63 -1.762 10.143 -0.861
H64 -0.350 9.353 -0.303
C39 5.490 5.403 0.531
S3 5.999 3.750 -0.091
O21 7.285 3.445 0.674
C40 4.795 2.479 0.556
H65 6.154 6.234 0.289
H66 5.478 5.256 1.611
H67 4.512 5.663 0.125
H68 4.855 1.494 0.094
H69 3.732 2.705 0.646
H70 5.187 2.090 1.496
C41 1.532 0.538 -3.816
S4 2.927 0.435 -2.627
O22 3.248 -1.067 -2.681
C42 4.243 1.232 -3.592
H71 1.037 1.504 -3.919
H72 0.919 -0.315 -3.525
H73 1.886 0.309 -4.821
H74 4.129 0.897 -4.622
H75 5.242 1.017 -3.212
H76 3.947 2.281 -3.581
C43 0.323 -1.598 5.018
S5 1.894 -2.488 5.333
O23 2.012 -2.601 6.830
C44 1.343 -4.132 4.791
H77 -0.534 -2.108 5.458
H78 0.134 -1.493 3.949
H79 0.336 -0.575 5.393
H80 0.807 -4.525 5.654
H81 2.229 -4.754 4.663
H82 0.886 -4.153 3.801
C45 1.605 4.758 -1.896
S6 2.556 4.931 -3.466
O24 2.038 4.062 -4.596
C46 1.931 6.607 -3.958
H83 1.952 5.444 -1.123
H84 1.811 3.737 -1.575
H85 0.543 4.888 -2.108
H86 2.535 7.023 -4.764
H87 2.089 7.219 -3.070
H88 0.870 6.454 -4.157